# 1
Molecular formula: C5H10BFIn
Method: DFT, the ωB97M-V functional and the def2-TZVPD basis

Computed properties:
* gap between HOMO and LUMO: 4.224 eV

Structure (ORCA input):
```
! wB97M-V def2-TZVPD RIJCOSX def2/J DEFGRID3
* xyz 3 1
C 2.4097 -0.1540 0.5150
C 1.6531 -0.4543 -0.5208
C 0.5927 0.4366 -1.0502
B -0.5547 0.8144 0.0172
C -1.9555 0.3002 0.1322
C -1.8026 -1.3284 0.3713
F -1.7929 -1.8327 -0.8689
H 2.9623 -0.8581 1.1204
H 2.4366 0.9334 0.9017
H 1.8223 -1.3984 -1.0236
H 1.1269 1.3632 -1.3745
H 0.1174 -0.0416 -1.8913
H -0.1908 1.6665 0.9353
H -2.5597 0.6818 0.9470
H -2.4497 0.4857 -0.8212
H -2.7052 -1.5918 0.9151
H -0.8919 -1.6043 0.8815
In 1.7820 2.5817 0.8136
*
```

---

# 2
Molecular formula: C5H8N2O
Method: DFT, the ωB97M-V functional and the def2-TZVPD basis

Computed properties:
* gap between HOMO and LUMO: 7.480 eV

Structure (ORCA input):
```
! wB97M-V def2-TZVPD RIJCOSX def2/J DEFGRID3
* xyz 0 1
C -2.2610 0.6557 -0.1711
C -0.7499 0.6238 -0.1861
C 0.0201 1.7136 -0.4114
O 1.3597 1.3839 -0.2555
C 1.4274 0.0899 -0.0407
N 2.6192 -0.6704 -0.1491
C 0.0773 -0.5197 0.0235
N -0.0888 -1.8677 0.2592
H -2.5964 1.2008 -1.0217
H -2.5487 -0.3518 -0.0636
H -2.5508 1.2533 0.7657
H -0.2114 2.7063 -0.4362
H 3.4415 -0.0465 0.0901
H 2.4923 -1.3833 0.5967
H 0.6030 -2.5291 0.4285
H -1.0335 -2.2589 0.5717
*
```

---

# 3
Molecular formula: C31H54AsCdNO4STe
Method: DFT, the ωB97M-V functional and the def2-TZVPD basis

Computed properties:
* gap between HOMO and LUMO: 7.844 eV

Structure (ORCA input):
```
! wB97M-V def2-TZVPD RIJCOSX def2/J DEFGRID3
* xyz 0 1
Cd -0.4008 1.2045 -0.5533
C 0.2289 4.2246 1.4506
C 1.0542 2.9832 1.2097
C 1.8509 2.8512 0.0546
C 1.8599 3.9288 -1.0038
C 2.6731 1.7236 -0.0932
C 3.5867 1.6248 -1.2911
C 2.6722 0.7155 0.8798
C 3.4574 -0.5513 0.6409
C 1.9075 0.8672 2.0389
C 1.9383 -0.1677 3.1326
C 1.0694 1.9775 2.1830
C 0.1466 2.0685 3.3720
H -0.8319 4.0583 1.2408
H 0.5615 5.0581 0.8388
H 0.3076 4.5358 2.4922
H 2.6239 4.6834 -0.7927
H 0.8969 4.4271 -1.0782
H 2.0703 3.5146 -1.9884
H 3.0490 1.2607 -2.1707
H 4.4172 0.9492 -1.1032
H 4.0110 2.5970 -1.5389
H 4.5066 -0.4514 0.9361
H 3.4262 -0.8248 -0.4126
H 3.0297 -1.3889 1.1850
H 1.0933 -0.8545 3.0315
H 1.8698 0.3023 4.1130
H 2.8545 -0.7527 3.1172
H 0.6420 2.5185 4.2379
H -0.2022 1.0798 3.6625
H -0.7335 2.6681 3.1479
C -3.0054 -1.1744 1.6985
S -1.5066 -1.3840 0.7808
O -0.8885 -2.5987 1.2520
O -0.6989 -0.1673 1.1239
O -1.8621 -1.3423 -0.6337
H -2.7569 -1.1905 2.7571
H -3.6689 -2.0001 1.4513
H -3.4566 -0.2235 1.4235
C 0.2457 -2.5740 -4.4449
N 0.9605 -1.7103 -3.5265
C 2.4072 -1.6640 -3.6192
C 0.3088 -0.9518 -2.6525
O 0.8697 -0.1423 -1.8989
H 0.3779 -2.2355 -5.4745
H -0.8149 -2.5669 -4.2024
H 0.6153 -3.5964 -4.3619
H 2.7893 -2.6772 -3.7443
H 2.8060 -1.2403 -2.7019
H 2.7252 -1.0561 -4.4695
H -0.7747 -1.0944 -2.6335
C -6.1747 4.1034 2.5822
C -5.1879 3.8480 1.4752
C -4.3033 4.8283 1.0587
C -3.3723 4.6026 0.0448
C -2.5053 5.7500 -0.4008
C -3.3154 3.3385 -0.5519
Te -1.8311 2.9396 -2.0331
C -4.2503 2.3511 -0.1957
C -4.3363 1.0315 -0.9107
C -5.1575 2.6221 0.8215
H -6.0744 5.1151 2.9735
H -6.0258 3.4057 3.4084
H -7.2002 3.9774 2.2305
H -4.3362 5.8058 1.5286
H -2.6236 6.6025 0.2679
H -2.7799 6.0674 -1.4092
H -1.4528 5.4740 -0.4390
H -3.4157 0.4510 -0.8483
H -4.5165 1.1909 -1.9759
H -5.1514 0.4288 -0.5087
H -5.8727 1.8544 1.1006
C -1.0394 -4.6783 -1.4746
C 0.4210 -5.0879 -1.6190
As 1.6578 -3.8808 -0.6681
C 1.4993 -4.7589 1.0900
C 2.0305 -3.9198 2.2443
C 3.3000 -4.7971 -1.2822
C 4.5538 -4.2830 -0.5836
H -1.6972 -5.3552 -2.0245
H -1.2118 -3.6622 -1.8348
H -1.3480 -4.6799 -0.4286
H 0.7251 -5.0936 -2.6693
H 0.5843 -6.1012 -1.2418
H 1.9976 -5.7305 1.0296
H 0.4322 -4.9362 1.2314
H 3.0917 -3.6869 2.1282
H 1.9114 -4.4389 3.1979
H 1.4792 -2.9821 2.3031
H 3.3726 -4.6389 -2.3618
H 3.1795 -5.8722 -1.1247
H 4.6567 -3.2010 -0.6960
H 5.4578 -4.7478 -0.9821
H 4.5212 -4.4972 0.4861
*
```